1.
Density functional theory data (the ωB97M-V functional and the def2-TZVPD basis) for C43H64GdNO5P2Si as an isolated structure at a distorted geometry.

Computed properties:
Energy (Ha): -3845.75429
Max |F| (Eh/bohr): 0.074
⟨S²⟩: 16.125
2S+1: 8

Cartesian coordinates (Å):
1 Gd -0.0826 -2.0745 1.0502
2 O 1.9851 -3.2046 -0.3332
3 C 1.7114 -4.6146 -0.5084
4 C 1.5823 -5.2533 0.8648
5 N 0.4459 -4.7963 1.5901
6 C -0.8530 -5.3491 1.2008
7 C -1.4640 -4.7617 -0.0631
8 O -2.1491 -5.4977 -0.7010
9 O -1.2189 -3.4963 -0.1217
10 C 0.7453 -4.8687 3.0280
11 C 0.1689 -3.7130 3.8054
12 O 0.2162 -3.7198 4.9910
13 O -0.2013 -2.6591 3.0977
14 H 2.0513 -2.7858 -1.2145
15 H 2.4726 -5.1410 -1.0139
16 H 0.8156 -4.7428 -1.1258
17 H 2.4901 -4.9078 1.4011
18 H 1.5909 -6.3126 0.7530
19 H -1.5623 -5.0569 1.9341
20 H -0.7930 -6.4720 1.1671
21 H 1.8115 -4.7492 3.0785
22 H 0.4469 -5.8030 3.4345
23 C -3.8429 -1.2826 -0.4768
24 Si -2.3262 -0.3453 0.2534
25 C -1.9266 0.8656 -1.1631
26 C -2.8369 1.9623 -1.1423
27 C -2.7813 2.9752 -2.0953
28 C -1.9748 2.7833 -3.2179
29 C -1.1015 1.7203 -3.1970
30 C -1.0696 0.7240 -2.1866
31 P 0.0975 -0.7836 -2.3530
32 C -0.0335 -1.3922 -4.1575
33 C 0.9872 -2.4800 -4.4068
34 C 0.7305 -3.7405 -3.5707
35 C -0.6654 -4.3222 -3.7617
36 C -1.7691 -3.2795 -3.5981
37 C -1.5165 -1.9985 -4.3426
38 C 1.7939 -0.0135 -2.2624
39 C 2.0175 1.2532 -3.1191
40 C 3.5588 1.5834 -3.1383
41 C 4.3104 0.8488 -1.9896
42 C 3.5121 0.8987 -0.6936
43 C 2.1100 0.2779 -0.7900
44 C -3.1765 0.7565 1.5637
45 C -4.5531 0.7250 1.8667
46 C -5.1560 1.5924 2.7906
47 C -4.3773 2.5823 3.4142
48 C -3.0000 2.6406 3.1923
49 C -2.4126 1.7356 2.2626
50 P -0.6142 1.8438 1.7315
51 C 0.2259 2.0651 3.3524
52 C 1.7954 2.1345 3.0224
53 C 2.4410 0.7628 2.9875
54 C 2.3354 -0.0302 4.2811
55 C 1.0994 0.4959 5.1460
56 C -0.0988 0.8121 4.2960
57 C -0.4949 3.6021 1.0686
58 C -0.0750 4.6974 1.9779
59 C -0.1055 6.0459 1.2267
60 C 0.8447 5.9511 -0.0152
61 C 0.3917 4.8653 -0.9374
62 C 0.4338 3.5292 -0.1375
63 H -4.6940 -0.6168 -0.6372
64 H -4.1599 -2.1909 0.1846
65 H -3.5345 -1.8833 -1.3648
66 H -3.5472 2.1201 -0.2912
67 H -3.5255 3.7329 -2.0064
68 H -2.0067 3.4179 -4.0320
69 H -0.4081 1.5610 -4.0359
70 H 0.0847 -0.5993 -4.8857
71 H 2.0706 -2.2594 -4.3435
72 H 0.8765 -2.6407 -5.4885
73 H 0.8959 -3.4926 -2.5049
74 H 1.4509 -4.5304 -3.8522
75 H -0.7768 -5.1575 -3.1086
76 H -0.6569 -4.6336 -4.7877
77 H -1.9131 -2.9626 -2.5942
78 H -2.6965 -3.7009 -3.9469
79 H -2.1537 -1.2147 -3.9186
80 H -1.6007 -2.0886 -5.4491
81 H 2.4629 -0.8679 -2.5879
82 H 1.3878 2.0329 -2.6969
83 H 1.6204 1.0681 -4.1112
84 H 3.5689 2.6610 -2.9585
85 H 4.0591 1.3624 -4.1122
86 H 5.2519 1.4000 -1.8149
87 H 4.5275 -0.1746 -2.2224
88 H 3.3752 1.9446 -0.4196
89 H 4.0611 0.4311 0.1221
90 H 1.4383 1.0706 -0.4448
91 H 2.0357 -0.6669 -0.1923
92 H -5.2082 0.0536 1.3334
93 H -6.2467 1.5809 2.8796
94 H -4.9636 3.2945 3.9630
95 H -2.4146 3.4306 3.5372
96 H -0.0249 3.0276 3.8598
97 H 2.1942 2.8715 3.7539
98 H 1.8591 2.6211 2.0542
99 H 3.4536 0.9083 2.6883
100 H 1.8512 0.1766 2.2031
101 H 3.2586 -0.0405 4.8727
102 H 2.0885 -1.0259 4.0238
103 H 1.4731 1.4615 5.5477
104 H 0.7790 -0.0976 5.9808
105 H -0.8043 0.9802 5.1167
106 H -0.3568 -0.0621 3.7891
107 H -1.5075 3.7841 0.7613
108 H 0.8624 4.5019 2.4353
109 H -0.7358 4.8132 2.7865
110 H 0.2262 6.7757 2.0036
111 H -1.1270 6.1941 0.9120
112 H 1.8808 5.7758 0.3073
113 H 0.8909 6.9068 -0.5733
114 H 1.0993 4.6906 -1.7727
115 H -0.5301 5.0880 -1.3334
116 H 1.4835 3.3312 0.1224
117 H 0.0385 2.7536 -0.7470



2.
Density functional theory data (the ωB97M-V functional and the def2-TZVPD basis) for C16H34MnP2 as an isolated structure at a distorted geometry.

Computed properties:
Energy (Ha): -2463.37957
Max |F| (Eh/bohr): 0.072
Energy relative to the best compared isomer or geometry (same formula, charge and spin) (kcal/mol): 83.4
⟨S²⟩: 8.767
2S+1: 6

Cartesian coordinates (Å):
1 P -0.4320 -2.0089 -1.5489
2 P 0.1858 1.9054 -1.4176
3 C -0.6696 -0.5327 -2.5784
4 C 0.5010 0.4560 -2.4677
5 H -1.6558 -0.0678 -2.3847
6 H -0.6875 -0.8973 -3.6181
7 H 1.4403 -0.0139 -2.1120
8 H 0.7152 0.8881 -3.4630
9 C -0.9957 3.0244 -2.2357
10 H -1.2944 3.8424 -1.5650
11 H -1.8980 2.4907 -2.5639
12 H -0.4955 3.4553 -3.1112
13 C 1.7263 2.8780 -1.6004
14 H 1.7046 3.3206 -2.6045
15 H 2.6227 2.2535 -1.5043
16 H 1.7695 3.6888 -0.8593
17 C -1.9481 -2.9752 -1.5636
18 H -1.9389 -3.6907 -0.7287
19 H -2.0210 -3.5365 -2.5109
20 H -2.8228 -2.3126 -1.4750
21 C 0.8824 -2.8721 -2.4747
22 H 1.7686 -2.2267 -2.5826
23 H 0.5222 -3.1414 -3.4798
24 H 1.1651 -3.7827 -1.9300
25 Mn -1.4337 -0.3793 4.5499
26 C -0.0331 1.9296 0.3196
27 C -1.2363 1.2187 -0.1874
28 C -1.7239 -0.0725 0.4257
29 C -0.7560 -1.1158 0.9765
30 C 0.3549 -1.7239 0.0181
31 C 1.6889 -1.1087 0.1628
32 C 2.0290 0.2603 0.5375
33 C 1.0653 1.2852 1.1802
34 C 0.0819 -1.8117 4.3744
35 H -0.2594 2.9613 0.6413
36 H -2.1116 1.8473 -0.4195
37 H -2.4224 -0.5768 -0.2803
38 H -2.3667 0.2274 1.2845
39 H -0.2341 -0.7415 1.8630
40 H -1.3462 -1.9807 1.3448
41 H 0.5250 -2.7774 0.3592
42 H 2.5509 -1.8089 -0.0037
43 H 2.5003 0.7313 -0.3378
44 H 2.8474 0.1204 1.2759
45 H 0.6241 0.9137 2.1056
46 H 1.6954 2.1264 1.5223
47 H 0.8849 -1.3558 4.9770
48 H 0.4415 -2.1110 3.3794
49 H -0.4021 -2.6466 4.9062
50 C -0.3907 1.4212 4.3539
51 H 0.6518 1.1393 4.5143
52 H -0.8044 2.0234 5.1647
53 H -0.5651 1.8602 3.3719



3.
Density functional theory data (the ωB97M-V functional and the def2-TZVPD basis) for C12H14Cl2N2O2 in the gas phase.

Computed properties:
Energy (Ha): -1646.08745
Max |F| (Eh/bohr): 0.013
Energy relative to the best compared isomer or geometry (same formula, charge and spin) (kcal/mol): 0.0
2S+1: 1
SMILES string: O=C(NC[C@H]1CCCO1)Nc1cc(Cl)cc(Cl)c1

Cartesian coordinates (Å):
1 O 2.8291 -0.3810 1.1242
2 C 1.6782 -0.6943 0.9101
3 N 0.9919 -0.3744 -0.2204
4 H -0.0168 -0.3450 -0.1648
5 C 1.5513 0.5897 -1.1412
6 H 1.2754 0.2942 -2.1576
7 H 2.6364 0.5706 -1.0287
8 C 1.0159 1.9994 -0.8470
9 C 1.5334 3.0483 -1.8467
10 H 2.2902 3.6901 -1.4034
11 C 0.2687 3.8109 -2.2440
12 H 0.3082 4.2047 -3.2564
13 C -0.7985 2.7324 -2.0739
14 H -1.7992 3.1248 -1.8894
15 H -0.8279 2.0750 -2.9555
16 O -0.4074 2.0025 -0.9290
17 H 0.0821 4.6288 -1.5479
18 H 1.9654 2.5494 -2.7151
19 H 1.2738 2.2579 0.1876
20 N 0.9863 -1.4430 1.8542
21 C -0.2150 -2.1261 1.7887
22 C -0.7405 -2.6121 0.5905
23 C -1.9435 -3.2966 0.6023
24 C -2.6436 -3.5312 1.7743
25 C -2.0930 -3.0699 2.9605
26 C -0.8979 -2.3769 2.9821
27 H -0.4928 -2.0290 3.9194
28 Cl -2.9229 -3.3664 4.4422
29 H -3.5785 -4.0655 1.7667
30 Cl -2.5807 -3.8865 -0.8873
31 H -0.2009 -2.4955 -0.3341
32 H 1.4730 -1.4854 2.7397



4.
Density functional theory data (the ωB97M-V functional and the def2-TZVPD basis) for C35H36BrMgN4O3PS as an isolated structure.

Computed properties:
Energy (Ha): -5313.74465
Max |F| (Eh/bohr): 0.007
Energy relative to the best compared isomer or geometry (same formula, charge and spin) (kcal/mol): 71.0
2S+1: 1

Cartesian coordinates (Å):
1 Mg 0.3419 0.3948 0.5628
2 C -2.3795 0.4113 1.9427
3 C -1.4448 1.2498 2.8019
4 N -0.0669 0.7553 2.6881
5 C 0.9849 1.7277 3.0723
6 C 1.5489 2.4218 1.8550
7 C 2.8191 2.7845 1.6977
8 C 3.2193 3.5540 0.5226
9 C 2.3733 3.7966 -0.4752
10 C 0.9884 3.2280 -0.5029
11 C 0.8450 2.2548 -1.6876
12 N -0.1099 1.1491 -1.4790
13 C -1.5529 1.4012 -1.6278
14 C -2.2532 1.5423 -0.2788
15 N -1.9144 0.3739 0.5500
16 N 0.5808 2.6340 0.8334
17 H -3.3986 0.8057 2.0262
18 H -2.3946 -0.6205 2.3069
19 H -1.7990 1.2513 3.8384
20 H -1.4667 2.2796 2.4452
21 H 0.0591 -0.0928 3.2273
22 H 1.7908 1.1994 3.5803
23 H 0.5761 2.4643 3.7716
24 H 3.5535 2.5374 2.4530
25 H 4.2216 3.9608 0.4937
26 H 2.6704 4.4110 -1.3169
27 H 1.8082 1.7826 -1.8790
28 H 0.5726 2.8531 -2.5663
29 H 0.1497 0.4162 -2.1278
30 H -1.9765 0.5386 -2.1528
31 H -1.7488 2.2844 -2.2403
32 H -3.3346 1.6253 -0.4402
33 H -1.9233 2.4439 0.2443
34 H -2.2826 -0.4587 0.1017
35 O 4.0959 -0.7917 1.1024
36 S 2.7475 -1.0260 0.6860
37 O 1.7497 -1.2087 1.7507
38 O 2.1890 -0.0017 -0.2374
39 C 2.7522 -2.5312 -0.2764
40 C 3.9757 -3.1332 -0.5267
41 C 4.0343 -4.2914 -1.2862
42 C 2.8683 -4.8458 -1.7941
43 C 1.6473 -4.2423 -1.5375
44 C 1.5693 -3.0777 -0.7773
45 P -0.0554 -2.3207 -0.4053
46 C -0.9001 -3.6474 0.5155
47 C -0.8372 -3.5658 1.9060
48 C -1.4125 -4.5518 2.6949
49 C -2.0631 -5.6218 2.0996
50 C -2.1307 -5.7103 0.7153
51 C -1.5490 -4.7311 -0.0742
52 C -0.8861 -2.2724 -2.0276
53 C -0.1697 -1.9519 -3.1810
54 C -0.8320 -1.6827 -4.3710
55 C -2.2177 -1.7345 -4.4284
56 C -2.9401 -2.0585 -3.2886
57 C -2.2808 -2.3175 -2.0959
58 H 4.8702 -2.6829 -0.1198
59 H 4.9909 -4.7581 -1.4795
60 H 2.9064 -5.7501 -2.3872
61 H 0.7414 -4.6827 -1.9356
62 H -0.3073 -2.7373 2.3633
63 H -1.3511 -4.4843 3.7733
64 H -2.5170 -6.3891 2.7130
65 H -2.6363 -6.5465 0.2498
66 H -1.6113 -4.8057 -1.1529
67 H 0.9137 -1.9130 -3.1495
68 H -0.2608 -1.4361 -5.2567
69 H -2.7317 -1.5274 -5.3575
70 H -4.0209 -2.1072 -3.3259
71 H -2.8580 -2.5692 -1.2128
72 Br -0.1978 8.3890 0.5451
73 C -0.3439 6.4763 0.6575
74 C 0.1362 5.7548 -0.3898
75 C -0.1558 4.2894 -0.3883
76 C -0.3292 3.8020 1.0245
77 C -0.6234 4.5940 2.0932
78 C -0.8600 5.9634 1.8656
79 H 0.6753 6.2292 -1.1989
80 H -0.9793 4.0155 -1.0813
81 H -0.6284 4.2138 3.1118
82 H -1.2344 6.6180 2.6355



5.
Density functional theory data (the ωB97M-V functional and the def2-TZVPD basis) for C4H5NO in the gas phase at a distorted geometry.

Computed properties:
Energy (Ha): -285.25190
Max |F| (Eh/bohr): 0.022
Energy relative to the best compared isomer or geometry (same formula, charge and spin) (kcal/mol): 102.1
2S+1: 1

Cartesian coordinates (Å):
1 C 1.2525 0.4639 0.7750
2 C -0.1373 0.3910 0.3393
3 C -0.4697 -0.1296 -1.0061
4 O 0.4119 -0.4803 -1.8421
5 C -1.4620 -1.2020 -0.4457
6 N -2.2064 -2.0273 -0.1171
7 H 1.3831 0.0680 1.7896
8 H 1.8934 -0.0246 0.0356
9 H 1.5243 1.5310 0.8419
10 H -0.9454 0.7695 0.9669
11 H -1.2443 0.6404 -1.3373



6.
Density functional theory data (the ωB97M-V functional and the def2-TZVPD basis) for a 2-piece molecular cluster, C7H11N3O overall at a distorted geometry.

Computed properties:
Energy (Ha): -512.64733
Max |F| (Eh/bohr): 0.149
Energy relative to the best compared isomer or geometry (same formula, charge and spin) (kcal/mol): 132.0
2S+1: 1
SMILES string: CC(=O)C(C)C.N#CC1=NN1

Cartesian coordinates (Å):
1 C -1.4051 -1.7566 1.3982
2 C -0.1892 -2.4014 1.3514
3 C -0.1559 -0.4909 -1.9509
4 C 1.0902 1.6998 -1.4079
5 C -0.8445 1.3948 1.3660
6 C -0.1776 0.7347 -1.0299
7 C 0.0113 0.5215 0.4493
8 N -2.3740 -1.1815 1.5409
9 N 0.6169 -3.0078 0.6112
10 N 1.0588 -2.6567 2.0108
11 O 0.7975 -0.2913 0.8637
12 H 0.6984 -1.2606 -1.5797
13 H 0.0244 -0.3416 -2.9226
14 H -1.0027 -1.0269 -1.5364
15 H 2.1162 1.1512 -1.3029
16 H 1.3095 2.5562 -0.7172
17 H 0.8682 2.0481 -2.4776
18 H -0.3996 2.4684 1.1871
19 H -0.6776 1.0682 2.3450
20 H -1.8482 1.3248 1.0680
21 H -1.1109 1.2283 -1.1739
22 H 1.5939 -1.7807 1.9074